Here is C10H11N4O7Se3TeW as an isolated structure in a non-equilibrium geometry from OMol25. Energies are from ωB97M-V/def2-TZVPD.

Properties
E_HOMO (alpha / beta), eV: -4.971 / -4.973
Net charge: -1

Last column: Mulliken charge in e.
CARTESIAN COORDINATES (ANGSTROEM)
W: 0.415 0.803 1.015  1.016
Se: -0.301 0.192 3.194  -0.448
Se: 1.936 -1.237 0.810  -0.209
Te: -0.991 -1.700 1.010  0.438
Se: -1.869 -3.165 -0.685  -0.560
O: 2.844 6.079 -2.698  -0.644
N: 1.758 5.731 -3.122  1.033
O: 1.215 6.215 -4.097  -0.634
C: 1.061 4.666 -2.404  -0.389
C: -0.129 4.187 -2.906  -0.388
C: -0.801 3.189 -2.227  -0.491
C: -0.268 2.594 -1.062  1.087
O: -0.775 1.544 -0.487  -1.030
C: 0.932 3.183 -0.556  0.576
C: 1.574 4.207 -1.195  -0.514
N: 1.321 2.956 0.836  0.114
O: 0.132 2.687 1.585  -0.513
O: 2.112 1.798 1.123  -0.475
N: -2.070 2.735 -2.810  1.158
O: -2.350 3.145 -3.926  -0.688
O: -2.772 1.999 -2.155  -0.602
H: -0.543 4.582 -3.820  0.639
H: 2.452 4.654 -0.752  0.553
C: 3.066 -0.576 -2.212  -1.804
C: 1.557 -0.561 -1.931  1.510
C: 0.972 -1.944 -2.210  -1.577
C: 0.902 0.435 -2.882  -1.526
N: 1.376 -0.117 -0.539  0.002
H: 3.254 -0.816 -3.261  0.400
H: 3.565 -1.327 -1.597  0.442
H: 3.500 0.399 -1.986  0.370
H: 1.272 -2.265 -3.211  0.382
H: -0.116 -1.931 -2.167  0.185
H: 1.331 -2.687 -1.495  0.463
H: 1.056 0.093 -3.907  0.611
H: 1.350 1.426 -2.787  0.232
H: -0.170 0.492 -2.702  0.284